Record 1
Molecular formula: C2H3O4
Method: DFT, ωB97M-V/def2-TZVPD

As for the molar mass: 91.04 g mol⁻¹. The LUMO energy is 0.159 Eh. The charge is -1. The spin multiplicity is 1. The total energy comes out at -379.0293 hartree. The calculation puts the strongest force on any atom at 5.36 eV/A. As for the SMILES: O=C([O-])C(O)O. The HOMO-LUMO gap is 0.3279 hartree.

Geometry as XYZ:
```
9
Properties=species:S:1:pos:R:3:nbo_charge:R:1
O 0.35 0.87 -2.07 -0.751
C 0.70 0.99 -0.94 0.702
O 1.14 1.99 -0.37 -0.774
C 0.45 -0.25 -0.07 0.250
O -0.87 -0.56 -0.40 -0.748
O 0.58 -0.01 1.36 -0.763
H 1.05 -1.07 -0.26 0.117
H -0.90 0.03 -1.19 0.486
H 0.96 0.82 1.50 0.482
```


Record 2
Molecular formula: C2H3ClOS
Method: DFT, ωB97M-V/def2-TZVPD

As for the molar mass: 110.57 g mol⁻¹. The LUMO energy is 0.022 Eh. The charge is 0. The spin multiplicity is 1. The total energy comes out at -1011.6170 hartree. The calculation puts the strongest force on any atom at 1.15 eV/A. As for the SMILES: O=C(S)CCl. The HOMO-LUMO gap is 0.4000 hartree.

Geometry as XYZ:
```
8
Properties=species:S:1:pos:R:3:nbo_charge:R:1
O 0.17 -1.43 0.70 -0.524
C -0.20 -0.44 0.14 0.425
S -1.95 -0.36 -0.30 -0.053
C 0.70 0.77 -0.11 -0.480
Cl 2.45 0.41 -0.23 -0.016
H -2.08 -1.67 0.06 0.169
H 0.41 1.33 -0.99 0.236
H 0.50 1.39 0.73 0.241
```


Record 3
Molecular formula: C5H6O2
Method: DFT, ωB97M-V/def2-TZVPD

As for the molar mass: 98.10 g mol⁻¹. The LUMO energy is 0.026 Eh. The charge is 0. The spin multiplicity is 1. The total energy comes out at -344.5119 hartree. The calculation puts the strongest force on any atom at 0.55 eV/A. As for the SMILES: C=C=C(O)CC=O. The HOMO-LUMO gap is 0.3737 hartree.

Geometry as XYZ:
```
13
Properties=species:S:1:pos:R:3:nbo_charge:R:1
C -1.87 1.59 1.08 -0.435
C -1.06 0.71 0.55 0.031
C -0.33 -0.09 -0.18 0.196
O -0.53 -0.06 -1.56 -0.693
C 0.79 -1.02 0.23 -0.548
C 2.04 -0.54 -0.50 0.451
O 2.56 -1.17 -1.39 -0.506
H -2.87 1.32 1.41 0.219
H -1.61 2.65 1.11 0.221
H -1.11 -0.79 -1.78 0.479
H 0.58 -2.04 -0.10 0.232
H 0.97 -1.01 1.31 0.240
H 2.43 0.46 -0.20 0.111
```


Record 4
Molecular formula: C2H3N2O2
Method: DFT, ωB97M-V/def2-TZVPD

As for the molar mass: 87.06 g mol⁻¹. Its expectation value of S² is 2.026. The LUMO energy (alpha / beta) is 0.159 / 0.096 Eh. The charge is -1. The spin multiplicity is 3. The total energy comes out at -337.8328 hartree. The calculation puts the strongest force on any atom at 4.57 eV/A. The HOMO-LUMO gap (alpha / beta) is 0.2619 / 0.1893 hartree.

Geometry as XYZ:
```
9
Properties=species:S:1:pos:R:3:lowdin_spin:R:1
C 1.67 -0.12 -0.06 0.052
C -1.01 0.30 -0.15 0.102
N -1.42 -1.01 0.00 0.242
N 0.41 0.30 0.16 1.011
O 2.30 -1.11 -0.07 -0.013
O 1.97 1.16 -0.20 0.542
H -1.26 0.59 -1.11 0.029
H -1.43 1.18 0.43 0.034
H -1.23 -1.28 1.01 0.001
```